293
Properties=species:S:1:pos:R:3:lowdin_charge:R:1 method="wB97M-V/def2-TZVPD" charge=0 gap_ev=8.423 total_energy_ev=-277563.1848
O 17.1270 11.1267 15.4622 -0.272
P 16.3227 11.1981 14.2403 0.495
N 16.7025 9.9052 13.2388 -0.307
C 16.3435 9.9105 11.8805 -0.146
C 17.6462 8.8142 13.6174 -0.077
N 16.5074 12.6616 13.4574 -0.295
C 15.7238 13.0391 12.3063 -0.114
C 17.7620 13.2678 13.5213 -0.147
N 14.6933 11.1495 14.3396 -0.297
C 14.0324 12.1990 15.1545 -0.080
C 14.1497 9.8561 14.7014 -0.119
H 15.4465 10.4956 11.6908 0.069
H 16.1789 8.9039 11.4923 0.090
H 17.1554 10.3773 11.3027 0.088
H 17.2401 7.7957 13.5513 0.085
H 18.0281 9.0477 14.6203 0.071
H 18.4949 8.9080 12.9436 0.061
H 15.4795 14.0929 12.4079 0.078
H 16.1797 12.9052 11.3134 0.088
H 14.7815 12.4813 12.3498 0.076
H 17.7237 14.3609 13.6910 0.081
H 18.2977 12.7932 14.3421 0.055
H 18.3668 13.1755 12.5910 0.088
H 14.5627 13.1423 15.0821 0.057
H 13.0127 12.2797 14.8015 0.085
H 13.9297 11.9227 16.2245 0.081
H 13.0428 9.9003 14.7215 0.094
H 14.4366 9.5571 15.7182 0.085
H 14.4453 9.0730 14.0045 0.077
O 27.2324 18.1257 21.7345 -0.291
P 25.7825 17.8786 22.0279 0.445
N 25.6153 17.4040 23.5612 -0.323
C 26.6881 17.4944 24.4975 -0.103
C 24.3297 17.1489 24.1154 -0.122
N 24.9577 16.7433 21.1722 -0.307
C 25.2579 15.3431 21.4043 -0.086
C 24.7827 16.9983 19.7770 -0.132
N 24.9449 19.1995 21.7036 -0.311
C 25.4828 20.4012 21.0698 -0.081
C 23.5203 19.2655 21.9012 -0.127
H 26.5988 18.4546 25.0443 0.093
H 27.6261 17.4429 23.9467 0.076
H 26.6465 16.7152 25.2618 0.084
H 23.7045 16.8396 23.2921 0.052
H 23.8859 18.0820 24.5173 0.089
H 24.2971 16.4354 24.9426 0.093
H 24.3832 14.7039 21.2354 0.078
H 26.0935 15.0586 20.7765 0.088
H 25.5449 15.2142 22.4608 0.089
H 25.7809 16.9569 19.2936 0.102
H 24.1742 16.2529 19.2570 0.076
H 24.3743 17.9981 19.5976 0.063
H 26.5578 20.4099 20.8752 0.082
H 24.9573 20.4856 20.0941 0.075
H 25.1671 21.2417 21.7004 0.085
H 23.2935 19.9272 22.7656 0.093
H 23.1180 18.2743 22.0601 0.047
H 23.0205 19.8030 21.0570 0.089
O 24.0764 12.6435 14.1642 -0.276
P 23.3962 11.4659 13.6180 0.479
N 23.9989 10.0998 14.3039 -0.314
C 25.0272 10.1288 15.3311 -0.096
C 23.3435 8.8297 14.0661 -0.103
N 23.5162 11.2271 11.9559 -0.295
C 24.9411 11.0346 11.5682 -0.085
C 22.7747 12.1232 11.1052 -0.124
N 21.7582 11.6169 13.8804 -0.274
C 21.4395 11.9334 15.2523 -0.121
C 20.7657 10.7000 13.2439 -0.107
H 25.4179 11.1330 15.5656 0.082
H 25.8633 9.4762 15.0271 0.086
H 24.5502 9.6881 16.2064 0.077
H 23.9091 7.9583 14.4386 0.095
H 23.2922 8.6655 12.9873 0.075
H 22.3201 8.8273 14.4774 0.075
H 25.1285 10.8370 10.5084 0.090
H 25.5147 11.9001 11.9117 0.081
H 25.3236 10.2522 12.2167 0.065
H 23.2196 13.1188 11.0411 0.077
H 22.7964 11.6753 10.1135 0.086
H 21.7329 12.2368 11.4238 0.059
H 20.4250 12.3328 15.3059 0.069
H 21.4259 11.0257 15.8612 0.086
H 22.1331 12.6211 15.7033 0.062
H 19.9312 11.2104 12.7332 0.069
H 20.3304 10.0090 13.9857 0.070
H 21.3342 10.1097 12.5206 0.068
O 12.4884 18.5826 23.2663 -0.268
P 13.3702 18.3489 22.1090 0.432
N 13.6236 19.8104 21.4545 -0.308
C 12.9128 20.9694 21.7928 -0.136
C 14.5315 19.9230 20.3408 -0.104
N 12.8819 17.4571 20.8340 -0.289
C 11.6412 17.9725 20.3125 -0.100
C 12.8578 16.0181 20.8774 -0.100
N 14.7241 17.6176 22.6044 -0.294
C 15.0925 17.7834 23.9834 -0.106
C 15.8747 17.4442 21.7790 -0.114
H 13.2560 21.4307 22.7341 0.087
H 11.8402 20.8232 21.9651 0.081
H 13.0288 21.7278 21.0156 0.082
H 14.0496 20.4447 19.4923 0.088
H 14.7446 18.9300 19.9451 0.056
H 15.4792 20.4139 20.5628 0.069
H 11.5470 19.0399 20.5073 0.076
H 11.6179 17.8218 19.2343 0.062
H 10.7902 17.4639 20.7583 0.093
H 12.6331 15.6422 19.8654 0.060
H 13.7773 15.5936 21.3104 0.083
H 12.0098 15.6451 21.4921 0.097
H 15.5156 18.7852 24.1741 0.085
H 14.2127 17.7261 24.6045 0.071
H 15.8435 17.0673 24.2985 0.086
H 16.4450 18.3816 21.8858 0.076
H 15.6589 17.2976 20.7235 0.076
H 16.5487 16.6829 22.1613 0.082
O 12.0431 15.9239 14.3708 -0.265
P 12.4278 16.6015 15.6149 0.461
N 11.5215 16.2551 16.9752 -0.313
C 11.5607 14.9049 17.3781 -0.154
C 10.2079 16.8438 16.9288 -0.112
N 12.3990 18.2005 15.4485 -0.304
C 11.3446 18.8584 14.7379 -0.111
C 13.2009 19.0567 16.2225 -0.111
N 13.9449 16.2138 16.0816 -0.308
C 14.4425 16.4034 17.3834 -0.135
C 14.9348 15.9897 15.0910 -0.110
H 12.5885 14.5312 17.4353 0.067
H 11.0756 14.2077 16.6611 0.101
H 11.1546 14.8630 18.4050 0.086
H 9.5630 16.4006 17.6886 0.093
H 9.7257 16.6596 15.9532 0.090
H 10.2868 17.9293 17.0012 0.068
H 10.7163 19.4222 15.4405 0.081
H 11.7538 19.6519 14.0997 0.089
H 10.7456 18.1614 14.1628 0.083
H 13.4157 19.9882 15.6830 0.075
H 12.6884 19.3862 17.1439 0.094
H 14.1572 18.5797 16.4497 0.065
H 15.2666 17.1134 17.4687 0.074
H 13.6204 16.7010 18.0417 0.070
H 14.8227 15.4564 17.8005 0.087
H 15.5870 15.1206 15.3288 0.065
H 15.6473 16.8526 15.0306 0.095
H 14.4741 15.8027 14.1189 0.078
O 17.6022 23.1474 12.9308 -0.268
P 17.5860 21.8908 13.6698 0.455
N 17.4732 20.5671 12.6387 -0.308
C 17.1742 19.3118 13.2360 -0.151
C 16.7294 20.8424 11.4034 -0.093
N 16.3637 22.0552 14.7714 -0.281
C 16.1702 21.0244 15.7901 -0.117
C 15.2026 22.8317 14.4742 -0.118
N 18.8608 21.5228 14.5995 -0.316
C 19.1740 22.4595 15.6850 -0.080
C 20.0072 20.9593 13.9718 -0.122
H 17.5707 18.5330 12.5799 0.076
H 16.1218 19.0490 13.4115 0.081
H 17.6856 19.2795 14.1998 0.074
H 15.7280 21.1796 11.7116 0.078
H 16.6049 19.9094 10.8474 0.083
H 17.1945 21.6282 10.8094 0.080
H 15.7285 20.1293 15.3644 0.046
H 17.1090 20.7239 16.2654 0.065
H 15.5542 21.4182 16.6110 0.091
H 15.2547 23.8617 14.8551 0.086
H 15.0549 22.9629 13.4075 0.071
H 14.3058 22.4169 14.9351 0.072
H 19.4367 23.4168 15.2130 0.089
H 18.2993 22.6443 16.3064 0.067
H 20.0394 22.0942 16.2564 0.090
H 20.5436 20.2804 14.6455 0.080
H 20.5966 21.7957 13.5712 0.094
H 19.7305 20.3678 13.0905 0.080
O 21.1061 14.3269 17.7366 -0.256
P 20.6510 15.6402 18.1493 0.447
N 21.7818 16.7031 17.6903 -0.282
C 22.6676 16.4191 16.5764 -0.073
C 21.6154 18.0783 18.0186 -0.136
N 20.3996 16.0721 19.7442 -0.274
C 19.2456 15.4184 20.3633 -0.102
C 21.5713 15.9618 20.6474 -0.087
N 19.1675 15.9110 17.5300 -0.289
C 18.7182 17.2557 17.5259 -0.126
C 18.6417 15.1330 16.3744 -0.056
H 23.1607 17.3340 16.2434 0.079
H 22.0734 15.9893 15.7660 0.060
H 23.4121 15.6704 16.8408 0.084
H 21.2423 18.6405 17.1534 0.085
H 22.6034 18.4779 18.3118 0.074
H 20.9278 18.2672 18.8391 0.060
H 18.3538 15.3659 19.7506 0.060
H 19.5407 14.3906 20.6269 0.081
H 19.0098 15.8857 21.3258 0.077
H 21.3288 16.2981 21.6643 0.083
H 21.9167 14.9200 20.7508 0.086
H 22.3302 16.6685 20.2900 0.047
H 18.9300 17.7539 18.4692 0.066
H 19.0730 17.8531 16.6684 0.094
H 17.6201 17.1812 17.4139 0.079
H 19.0334 15.6371 15.4793 0.063
H 17.5447 15.1590 16.2940 0.066
H 19.0014 14.1087 16.4927 0.069
O 20.2182 20.8963 19.6217 -0.297
S 18.7934 20.9111 19.9770 0.584
O 17.8366 20.3308 19.0606 -0.288
O 18.5770 20.1024 21.3287 -0.259
C 19.4852 20.2397 22.3370 -0.310
C 19.0929 19.2758 23.4792 -0.041
C 18.2935 22.5238 20.3695 -0.118
H 19.4366 21.2616 22.7390 0.125
H 20.4960 20.0507 21.9524 0.109
H 18.0999 19.4743 23.9172 0.077
H 19.8707 19.3980 24.2524 0.084
H 19.1660 18.2401 23.1277 0.072
H 17.5418 22.4349 21.1539 0.081
H 17.8886 23.0088 19.4754 0.086
H 19.1952 23.0140 20.7454 0.080
O 27.3373 18.0151 15.5821 -0.275
S 27.0101 19.4178 15.6761 0.594
O 28.0375 20.3957 15.4610 -0.253
O 25.8641 19.5943 14.5739 -0.247
C 25.2831 20.7958 14.4302 -0.338
C 23.7541 20.6705 14.5649 -0.044
C 26.1556 19.7090 17.1571 -0.127
H 25.5563 21.1679 13.4289 0.121
H 25.6951 21.4992 15.1547 0.109
H 23.4750 20.1874 15.5297 0.076
H 23.2736 20.0017 13.8310 0.070
H 23.2878 21.6674 14.5102 0.082
H 25.8295 20.7479 17.1833 0.076
H 26.9147 19.5138 17.9133 0.086
H 25.3411 18.9846 17.1928 0.067
O 21.5345 17.5996 13.6376 -0.281
S 20.7295 16.6236 12.9690 0.513
O 19.3258 16.6194 13.2377 -0.289
O 20.9158 16.8824 11.4501 -0.246
C 20.0335 16.2520 10.5288 -0.290
C 20.7814 15.7550 9.3537 -0.054
C 21.4096 15.0351 13.2171 -0.109
H 19.4196 17.0983 10.2218 0.125
H 19.3645 15.5209 10.9886 0.117
H 21.4906 16.5093 8.9918 0.091
H 20.2010 15.3728 8.4976 0.096
H 21.3976 14.9663 9.7986 0.073
H 21.0260 14.4440 12.3896 0.062
H 21.0506 14.6822 14.1961 0.069
H 22.5009 15.0646 13.1600 0.053
O 23.0311 11.4714 21.1697 -0.278
S 23.1844 10.9417 19.8554 0.536
O 23.9455 9.7357 19.7715 -0.277
O 21.7684 10.5293 19.2861 -0.237
C 20.7136 11.4369 19.5499 -0.305
C 19.7673 10.7771 20.5010 -0.057
C 23.8220 12.1508 18.7558 -0.104
H 20.2285 11.5750 18.5847 0.114
H 21.0599 12.4112 19.8855 0.094
H 18.9299 11.4632 20.6568 0.065
H 20.2416 10.7048 21.4791 0.085
H 19.3608 9.8067 20.1919 0.094
H 24.7681 12.4694 19.2060 0.080
H 23.0756 12.9353 18.5946 0.052
H 24.0551 11.6082 17.8317 0.058
O 23.8635 15.8752 11.4542 -0.325
S 25.1572 16.3489 11.9645 0.590
O 26.3636 15.7977 11.3986 -0.267
O 25.1628 17.8982 11.7516 -0.256
C 24.2082 18.4597 10.8616 -0.239
C 24.7710 19.8771 10.5298 -0.040
C 25.1883 16.1857 13.6875 -0.109
H 23.2120 18.5144 11.3217 0.112
H 24.1654 17.8281 9.9831 0.112
H 24.0822 20.2908 9.7950 0.074
H 25.7805 19.8733 10.1193 0.081
H 24.7824 20.5623 11.3968 0.061
H 24.3588 16.7841 14.0619 0.062
H 26.1411 16.5588 14.0696 0.064
H 25.0505 15.1176 13.8743 0.069
O 16.0498 14.1648 19.9908 -0.288
S 15.7002 12.7808 19.9623 0.525
O 15.9393 12.0019 21.1454 -0.271
O 14.1638 12.8197 19.7487 -0.260
C 13.4746 11.5945 19.9430 -0.269
C 12.0143 11.8557 19.6365 -0.054
C 16.4168 12.0037 18.5502 -0.111
H 13.6064 11.3535 21.0012 0.122
H 13.8987 10.8191 19.2890 0.121
H 11.9478 12.1904 18.6110 0.058
H 11.5717 12.6544 20.2657 0.091
H 11.4071 10.9648 19.8078 0.085
H 17.5086 12.0095 18.6578 0.071
H 16.1476 12.5134 17.6265 0.056
H 16.0908 10.9637 18.5524 0.073